56
Properties=species:S:1:pos:R:3 method="wB97M-V/def2-TZVPD" orbital_gap_ev=5.41 e_above_lowest_kj_mol=190.68 e_homo_ev=-8.52 e_tot_ev=-83078.6267
C -1.42763 4.05135 -3.98026
H -0.68331 2.04497 -4.02978
N 1.43101 0.81437 -0.02119
H -1.98852 6.09830 -3.62257
C -0.40825 -3.78477 0.24657
C 3.32623 0.19474 3.12600
H 1.16375 3.70915 -0.18172
H -1.41798 -4.73338 -3.35142
C 2.04393 0.89535 1.24328
N 1.35650 1.91321 -0.59131
C -0.22504 -2.86245 -0.78072
C 4.09469 -0.70233 3.75958
C -0.69569 2.99144 -3.50634
H -0.49120 -2.50387 -2.88472
F -3.72946 1.20752 -1.97218
H 2.05162 1.88952 1.67418
H -0.14233 -3.52403 1.26484
O -1.15205 -0.11013 -1.06772
C 0.05473 3.08560 -2.32178
Pt 0.58480 -1.06613 -0.46827
F -0.50354 -0.01825 4.40740
H 4.58376 -0.45150 4.68995
C 2.77871 -1.50962 1.36454
H -1.73283 -6.35996 -1.51289
C -1.00205 -0.71380 3.38306
H 4.92079 -2.71958 3.71692
C -1.30851 -5.38500 -1.30973
H -0.67460 6.29544 -1.53876
C 2.66150 -0.12743 1.87403
O -0.63442 1.25704 1.70736
C 0.04910 4.29687 -1.60773
H -1.09825 -5.73819 0.79635
S -1.74808 0.47704 2.19035
O 0.92160 0.89034 -2.61923
H 3.78887 -3.39068 1.63748
C -3.29335 1.20495 -0.71994
O -3.25062 -1.42383 -0.96159
N -2.30906 -0.57456 1.14970
F -2.45518 2.22436 -0.54779
C -1.13153 -4.47258 -2.34014
O 2.14913 -1.97288 0.38934
S -2.44581 -0.41115 -0.37817
F -1.89207 -1.58027 3.83739
O 0.72331 4.52696 -0.46340
F -4.32036 1.34589 0.10901
C 3.67860 -2.39907 2.05288
C 0.77102 1.86300 -1.93404
C -0.95010 -5.03630 -0.01527
C -0.60039 -3.21726 -2.07576
C -1.41658 5.25148 -3.26538
C -0.68954 5.37327 -2.10335
H 3.18206 1.19083 3.52366
O -2.78065 1.14778 2.90956
H -2.00555 3.95649 -4.88849
C 4.28320 -2.01774 3.19446
F 0.00561 -1.39050 2.81375

47
Properties=species:S:1:pos:R:3 method="wB97M-V/def2-TZVPD" orbital_gap_ev=6.87 charge=+1 e_above_lowest_kj_mol=19.22 e_homo_ev=-11.84 e_tot_ev=-68388.3820
C -1.69104 -2.17632 -2.19168
C 0.10014 6.50502 -0.35078
H -2.93533 1.75223 -1.16135
H 0.46457 7.00416 0.53641
C -1.33773 -2.57285 4.77034
N 0.54194 -0.27630 2.51733
C -2.23294 -0.95032 -0.22529
H -1.17793 -0.10602 -1.90372
H -2.32155 -4.22401 -2.20238
H -0.12122 8.28411 -1.52546
C -0.22970 7.20813 -1.50678
O -2.84668 0.26534 2.05653
H -0.93775 7.13476 -3.52394
O 0.61793 4.24488 1.77703
C -2.84128 -2.06129 0.34424
C -0.05783 5.13621 -0.38812
H -2.28390 -3.08796 4.86600
C 1.76699 0.16173 2.75243
H -1.24570 -2.22508 -3.17572
S 2.50860 -0.37623 4.17934
C -1.65062 -0.98505 -1.48651
C 0.08472 -1.08787 3.57121
H 1.62697 -2.23477 6.39410
Au 0.04736 1.17943 1.10970
C -2.29617 -3.29950 -1.64167
C 0.20346 4.11219 0.66052
S 2.29342 1.38733 1.63200
H -0.55516 -3.38671 6.59956
H -1.20334 4.65464 -3.55345
H -3.19653 2.62383 0.39480
C -2.87104 -3.24275 -0.38002
C -0.69506 6.55392 -2.64443
S -2.22542 0.52745 0.75902
C -0.55941 3.02558 -1.22784
H -4.25324 1.24116 -0.03551
N -0.16041 2.87410 0.08540
C 1.05928 -1.27045 4.55277
H -3.30067 -1.99343 1.31911
C -1.12684 -1.76054 3.67405
C -0.84884 5.17027 -2.67148
C -3.25551 1.67035 -0.12803
H -3.34806 -4.11612 0.04277
C -0.36069 -2.74413 5.75244
C 0.85587 -2.10167 5.64796
C -0.52191 4.48401 -1.52106
H -1.89122 -1.62730 2.92932
O -0.87145 2.11563 -1.96664

57
Properties=species:S:1:pos:R:3 method="wB97M-V/def2-TZVPD" orbital_gap_ev="6.83 / 6.00" charge=+1 multiplicity=4 e_above_lowest_kj_mol=68.50 e_homo_ev="-11.07 / -11.29" e_tot_ev=-75031.2734
H -5.75398 2.57515 0.29929
C -3.82068 1.86062 0.78478
C -1.29495 0.86437 0.01998
H 2.60086 -3.82013 3.21554
C 0.32406 3.55610 -0.76035
C -3.43131 0.57294 1.13788
F 1.39087 2.73188 -0.79512
C -0.46977 -2.56189 -1.84047
F 0.69529 4.69562 -1.31117
C -0.89684 2.87415 -1.47989
H -4.99781 3.40839 1.64321
H -5.65541 1.78693 1.88338
H -4.09101 -0.05056 1.72422
C 3.43972 -2.10511 -1.36488
F 4.76367 -0.48016 0.77295
O 0.47963 -1.77272 -1.99005
F 3.57205 1.23151 0.30690
Re 0.57893 0.46579 -2.18523
C -2.96708 2.61251 -0.02485
H -3.30150 3.59855 -0.30220
H -0.45290 0.50782 2.30956
F 2.85821 -3.19951 -0.84710
C 0.87979 -0.97568 3.02635
C 2.42402 -2.85807 3.69566
H -1.88510 -0.90813 1.04292
I 0.22046 -5.33590 -2.64265
C -1.74732 2.11924 -0.45349
N -1.69449 -2.29694 -2.28705
C 2.46381 -1.78027 1.44431
O 2.37365 -0.05634 -1.79773
F -2.86512 3.52988 -2.64890
F 4.91187 0.43134 -1.17169
C 0.32801 -0.18647 2.04972
C 1.89648 -1.87575 2.71502
C -0.25578 -3.86227 -1.13069
F 4.74694 -2.24754 -1.18789
C -2.19167 0.09041 0.76894
C -1.69080 3.99266 -2.21178
F 3.19490 -2.14030 -2.66692
F -1.02199 4.42177 -3.27069
H 3.36061 -2.35123 1.26082
H 0.59034 -3.81157 -0.45145
H 0.52306 -0.89695 4.04142
H -1.84057 -1.46830 -2.85024
C 0.74339 -0.24458 0.69951
F 0.05251 3.78722 0.52339
C 1.95173 -0.96576 0.44912
H -2.44531 -2.96848 -2.22844
C 2.88053 -0.75827 -0.75440
H 3.38053 -2.50916 4.08790
O -0.43678 2.00961 -2.45523
C 4.07141 0.10474 -0.20452
H 1.73755 -2.98742 4.52809
N -0.00573 0.37835 -0.26813
H -1.14811 -4.20058 -0.61104
C -5.13406 2.43215 1.18373
F -1.93881 5.03637 -1.42036

47
Properties=species:S:1:pos:R:3 method="wB97M-V/def2-TZVPD" orbital_gap_ev=7.34 charge=-1 e_above_lowest_kj_mol=129.62 e_homo_ev=-4.65 e_tot_ev=-68852.6474
O -0.21825 -1.37659 -0.85907
H -2.48159 -0.35905 2.13818
H 1.36209 -0.38046 4.15886
N 0.07758 2.70839 -0.97307
H -4.86384 -0.60843 -2.38250
C -4.34634 -1.08134 -1.55779
C -0.72009 -5.79249 1.09003
H 6.02338 1.18767 -0.89572
C -1.44040 -0.58169 2.31981
H -2.22922 -0.67185 -2.11589
C -0.71397 -0.16019 3.47137
C -4.98190 -1.71826 -0.53621
Pd -0.35781 0.72891 -0.40413
C -0.67119 -1.27128 1.42845
H -1.13511 0.43820 4.26858
C -0.30828 -5.65860 -0.20247
H 3.54703 4.64969 -1.18208
S -1.14953 -4.28154 1.76227
N 0.91328 4.70577 -0.72548
H -6.04252 -1.85212 -0.38371
H -1.97422 3.29405 -1.14910
O 1.65932 0.67202 -0.11908
C -0.45601 4.87415 -0.89471
S 0.93358 -1.44117 2.01750
H -0.77953 -6.69317 1.68219
C 5.04613 1.65409 -0.83256
H 0.02122 -6.48948 -0.81334
C -0.36016 -4.30345 -0.65067
C -0.95783 3.62743 -1.03890
C -0.80913 -3.44536 0.30550
C 1.19244 3.38364 -0.77793
C -2.92744 -1.10112 -1.41561
C -2.50761 -1.73213 -0.29159
C 0.58538 -0.57444 3.43377
H -0.06995 -3.95191 -1.63248
C 3.94486 0.87324 -0.57665
H 1.58907 5.42764 -0.56076
C 2.52362 2.80900 -0.73907
H 4.03010 -0.19579 -0.42460
C 3.65843 3.58629 -0.99016
C 4.92332 3.03920 -1.03033
H 5.78939 3.65670 -1.22520
S -3.85883 -2.34230 0.58933
C 2.63667 1.42559 -0.48223
H -0.92318 5.84313 -0.88355
C -1.02976 -1.93603 0.09893
F -2.14319 1.41541 -0.01812

56
Properties=species:S:1:pos:R:3 method="wB97M-V/def2-TZVPD" orbital_gap_ev=8.03 smiles="O=C1C=C(O)C(=O)C=C1O.O=C1C=C(O)C(=O)C=C1O.O=C1C=C(O)C(=O)C=C1O.N#COOC(=O)OCCF" e_homo_ev=-9.54 e_tot_ev=-60035.1824
C 1.74084 2.42840 3.96412
C -1.44697 0.36727 -3.10188
C 1.08813 -6.64889 4.00446
O 0.59471 -0.31971 2.52974
C -0.80279 -1.22357 -0.82623
N -2.06344 -1.36579 7.06341
C -1.24660 -1.87786 -2.04427
O -0.33491 0.83425 0.32703
O 0.51370 6.24418 -8.43870
C 1.23767 -5.35736 4.63799
H 2.90907 0.94045 2.92035
C 0.31615 -4.23738 4.22357
C -0.61845 -4.38626 3.27775
O -1.73348 0.94755 -4.14121
O -1.96493 -1.64215 -4.27081
H -0.71019 6.83226 -4.19768
H 2.39997 3.21930 4.32845
C -0.12189 3.82212 -5.93405
H -1.31625 -2.95640 -2.04307
O -1.55976 -5.91967 1.74719
O -0.16558 2.54208 -5.62798
C -0.49313 4.74899 -4.79293
H -0.79475 -7.76766 1.79262
O 1.78287 -0.00619 4.41061
H 1.74180 -7.45057 4.31735
C -0.45850 6.17793 -5.02018
H -0.48008 2.47255 -4.70253
O -0.03331 -0.88887 5.78282
C -0.11673 6.63757 -6.23214
C 0.23385 5.71347 -7.37740
O -0.42855 -0.47120 4.44838
O -0.06613 -7.94414 2.42023
C 0.21964 4.28940 -7.14717
C -0.75611 -5.67448 2.62619
C -1.55209 -1.13672 -3.11678
H -0.97560 2.10825 -1.89799
H 0.21481 7.95721 -7.48167
C 0.69179 -0.26111 3.71105
H 1.26468 -3.28267 5.49303
C -1.12513 -1.12105 6.43737
C -1.02840 1.02726 -1.89390
O -0.49452 -1.81860 0.18604
H -2.10576 -0.87955 -4.86530
O -0.05341 7.92294 -6.54141
H -1.27763 -3.58578 2.97170
C -0.72080 0.29286 -0.80795
O -0.79583 4.23084 -3.73362
H 3.40019 1.18358 4.58677
H 1.39719 2.73261 2.97492
O 2.06238 -5.09776 5.49667
F 0.67623 2.33402 4.82562
O 0.52350 -3.09833 4.87968
C 2.53569 1.11699 3.93135
H 0.48503 3.63738 -7.96714
H -0.14419 0.13737 0.99594
C 0.15090 -6.80560 3.05819